ORCA calculation (ωB97M-V/def2-TZVPD) on 3 unconnected molecules or ions with the total composition C14H19N5O5 in a non-equilibrium geometry.

Geometry (Å):
C 0.1500 -4.0780 0.3991
C 1.0873 -2.9390 -0.3600
C 2.3522 -3.5069 -1.2622
C 3.2945 -2.4207 -2.0745
C 3.0221 -0.7846 -1.9632
C 1.7612 -0.2060 -1.0616
C 0.8160 -1.3058 -0.2805
C -0.4689 -0.6857 0.5705
C -1.8215 -1.3606 -0.1421
C -2.0623 -1.4623 -1.6069
N -1.2452 -1.0548 -2.8129
C -3.5567 -2.1778 -1.6289
O -4.4427 -2.1829 -2.6536
O -3.8285 -2.7899 -0.3100
C -3.0760 -2.0291 0.7013
O -3.2372 -1.8808 2.0198
H 0.5766 -5.1474 0.1904
H -0.9495 -4.0484 -0.0163
H 0.1433 -3.9040 1.5741
H 2.5429 -4.6845 -1.3098
H 4.1884 -2.7808 -2.7596
H 3.7318 -0.0206 -2.5283
H 1.4992 0.9339 -0.9639
H -0.4061 -0.9264 1.7224
H -0.5550 0.4826 0.4220
H -1.7362 -1.4770 -3.6577
H -0.2966 -1.4891 -2.8321
N -2.2984 1.5216 3.5016
C -1.1163 2.0629 3.1565
N -0.5709 2.8584 4.0943
O -0.5818 1.8496 2.0797
H -2.7543 1.6854 4.3834
H -2.7431 0.9163 2.8239
H 0.3193 3.2859 3.8747
H -0.9959 3.0460 4.9867
N 1.4976 4.9353 0.3009
C 1.4367 4.1201 -0.7674
N 1.9963 4.6197 -1.8840
O 0.9160 3.0166 -0.7267
H 1.9222 5.8473 0.2871
H 1.0880 4.5975 1.1620
H 1.9721 4.0379 -2.7113
H 2.4298 5.5260 -1.9370

Cartesian forces, eV/Å:
0.4 0.7 -0.1
2.3 1.6 -1.9
-0.9 4.3 0.2
-2.7 1.5 2.1
-2.5 -2.5 2.0
0.9 -4.9 -0.3
2.2 -0.5 -1.5
-0.5 -0.9 -1.5
-0.2 0.0 -2.4
-0.4 -0.9 3.9
-2.5 -2.3 1.0
-2.7 0.8 -4.9
6.1 -0.4 7.3
0.5 2.7 0.1
2.1 1.8 3.1
0.3 -1.6 -8.8
-0.7 2.1 0.3
2.2 0.0 0.9
-0.1 -0.3 -2.6
-0.4 3.0 0.0
-2.1 0.8 1.7
-1.7 -1.9 1.3
0.6 -2.4 -0.2
-0.3 0.4 -2.5
0.4 -2.5 0.4
0.6 0.9 1.4
-0.8 0.5 0.8
-1.1 -0.7 -0.1
0.1 -0.3 -0.6
1.0 1.0 0.8
0.1 0.3 0.1
0.1 -0.1 -0.2
0.1 0.1 0.3
-0.4 -0.2 0.2
0.1 -0.1 -0.2
-0.1 0.6 1.4
-0.3 -0.7 0.1
0.5 0.2 -1.4
0.0 -0.1 -0.1
-0.1 -0.2 0.0
0.1 0.1 -0.4
0.0 0.3 0.3
-0.1 -0.2 0.0

## Properties
**SMILES**: Cc1ccccc1CC1=C(N)C(=O)OC1=O.NC(N)=O.NC(N)=O
**Largest force on an atom**: 9.54 eV/Å
**Total charge**: 0
**Highest occupied orbital energy**: -8.096 eV
**HOMO-LUMO gap**: 7.27 eV

Want to see where the charge sits? The Mulliken charges in e are: atom 1 (C): -0.731, atom 2 (C): 0.709, atom 3 (C): -0.654, atom 4 (C): -0.359, atom 5 (C): -0.413, atom 6 (C): -0.277, atom 7 (C): -0.139, atom 8 (C): -0.096, atom 9 (C): -0.052, atom 10 (C): 0.515, atom 11 (N): -0.514, atom 12 (C): 0.404, atom 13 (O): -0.534, atom 14 (O): -0.264, atom 15 (C): 0.231, atom 16 (O): -0.550, atom 17 (H): 0.336, atom 18 (H): 0.108, atom 19 (H): 0.223, atom 20 (H): 0.199, atom 21 (H): 0.272, atom 22 (H): 0.273, atom 23 (H): 0.297, atom 24 (H): 0.263, atom 25 (H): 0.253, atom 26 (H): 0.333, atom 27 (H): 0.240, atom 28 (N): -0.365, atom 29 (C): 0.668, atom 30 (N): -0.436, atom 31 (O): -0.577, atom 32 (H): 0.153, atom 33 (H): 0.201, atom 34 (H): 0.206, atom 35 (H): 0.151, atom 36 (N): -0.381, atom 37 (C): 0.620, atom 38 (N): -0.413, atom 39 (O): -0.660, atom 40 (H): 0.157, atom 41 (H): 0.220, atom 42 (H): 0.226, atom 43 (H): 0.157


ORCA calculation (ωB97M-V/def2-TZVPD) on a single C5H11NO molecule in a non-equilibrium geometry.

Geometry (Å):
C -1.4310 -1.0830 -1.7478
C -0.0712 -0.8282 -0.9245
C 0.0399 0.6734 -0.7315
C 1.1741 0.8792 0.3246
N 0.8625 0.0484 1.5691
C 0.3066 0.7754 2.5313
O 0.0233 1.9907 2.5543
H -1.7371 -2.1179 -1.6596
H -2.2881 -0.4449 -1.2453
H -1.4302 -0.9910 -2.7638
H 0.7819 -1.3609 -1.4409
H -0.2680 -1.2907 -0.0522
H 0.3625 1.0430 -1.6909
H -0.9837 1.0250 -0.5114
H 2.0085 0.4575 -0.0261
H 1.3414 1.8834 0.7084
H 1.3565 -0.8449 1.6813
H -0.0476 0.1856 3.4251

Cartesian forces, eV/Å:
-0.6 0.2 4.1
-1.6 0.3 -4.7
1.2 -0.9 0.6
-3.9 0.3 2.0
1.0 1.4 -2.2
-1.9 1.2 3.0
0.8 -2.2 -0.9
-0.1 -0.4 0.5
1.7 -1.2 -1.2
0.4 1.2 -2.8
-0.7 0.9 0.5
-0.3 -1.6 3.1
0.0 0.8 -0.3
0.9 0.3 0.4
3.4 -1.2 -1.7
-0.1 0.1 -0.4
-0.8 0.8 0.4
0.7 0.1 -0.5

## Properties
**SMILES**: CCCCNC=O
**Largest force on an atom**: 4.99 eV/Å
**Total charge**: 0
**Highest occupied orbital energy**: -9.664 eV
**HOMO-LUMO gap**: 10.50 eV

Want to see where the charge sits? The Mulliken charges in e are: atom 1 (C): -1.233, atom 2 (C): -0.372, atom 3 (C): -0.561, atom 4 (C): -0.912, atom 5 (N): -0.105, atom 6 (C): -0.065, atom 7 (O): -0.575, atom 8 (H): 0.362, atom 9 (H): 0.274, atom 10 (H): 0.382, atom 11 (H): 0.217, atom 12 (H): 0.409, atom 13 (H): 0.291, atom 14 (H): 0.400, atom 15 (H): 0.490, atom 16 (H): 0.388, atom 17 (H): 0.272, atom 18 (H): 0.339


ORCA calculation (ωB97M-V/def2-TZVPD) on a single C4H8N2O2 molecule.

Geometry (Å):
C -1.7534 1.5106 0.1914
C 1.8793 -1.1488 -0.4438
C -0.5399 -0.6431 0.2343
C 0.8458 -0.0756 -0.1075
O -0.7356 -1.9914 0.1915
O 1.0652 1.0486 -0.9306
N 0.4448 0.0650 1.2108
N -1.5432 0.1390 0.5909
H -1.5481 -2.1650 0.6912
H 1.0286 1.8251 -0.3573
H -2.8060 1.5883 -0.0977
H -1.1220 1.8470 -0.6299
H -1.6218 2.1641 1.0561
H 1.8348 -1.3601 -1.5117
H 1.7078 -2.0600 0.1198
H 2.8636 -0.7438 -0.2077

Cartesian forces, eV/Å:
0.1 0.1 0.0
-0.2 0.1 0.0
-0.4 0.0 -0.2
0.0 0.1 0.0
0.1 0.2 0.1
-0.1 -0.2 0.2
-0.2 0.1 -0.2
0.6 -0.3 0.0
0.0 0.0 0.0
0.0 -0.1 0.0
0.1 0.0 0.0
0.0 0.0 0.0
0.0 0.0 0.0
0.0 0.0 0.0
0.0 0.0 0.0
0.0 0.0 0.0

## Properties
**Largest force on an atom**: 0.70 eV/Å
**Total charge**: 0
**Highest occupied orbital energy (spin up / spin down)**: -9.318 / -9.317 eV
**HOMO-LUMO gap (spin up / spin down)**: 8.63 / 8.63 eV

Want to see where the charge sits? The Mulliken charges in e are: atom 1 (C): -0.762, atom 2 (C): -1.278, atom 3 (C): 0.456, atom 4 (C): 1.163, atom 5 (O): -0.493, atom 6 (O): -0.583, atom 7 (N): -0.724, atom 8 (N): -0.475, atom 9 (H): 0.355, atom 10 (H): 0.401, atom 11 (H): 0.336, atom 12 (H): 0.287, atom 13 (H): 0.314, atom 14 (H): 0.316, atom 15 (H): 0.356, atom 16 (H): 0.331


These records have energy relative to the best compared isomer or geometry (same formula, charge and spin) values of 284.45 41.73 126.36 kcal per mole, in the order they appear.